No. 1
174
Properties=species:S:1:pos:R:3:forces:R:3:mulliken_charge:R:1 method="wB97M-V/def2-TZVPD" homo_lumo_gap_ev=10.3 e_lumo_ev=-0.371 energy_ha=-5917.1108 homo_ev=-10.672
C 4.525 -0.549 -1.347 0.153 -0.501 -0.046 -0.871
C 4.147 0.349 -0.188 0.238 -0.561 0.750 0.625
O 4.974 1.505 -0.236 -0.585 4.020 -0.601 -0.435
P 4.378 2.998 -0.644 2.938 -0.451 -2.285 0.342
O 2.943 3.295 -0.526 0.271 -0.489 0.178 -0.061
O 4.898 3.177 -2.234 -0.945 -0.183 2.010 -0.281
C 6.303 3.179 -2.592 -0.125 -1.230 -0.605 -0.184
C 6.368 2.758 -4.108 -0.188 0.727 0.736 -1.094
O 5.376 4.004 0.117 -0.275 -0.640 -0.231 -0.292
C 5.033 5.435 0.268 -0.483 -1.286 0.596 -0.035
C 6.245 6.321 0.366 0.211 0.500 0.108 -1.318
H 3.910 -1.443 -1.455 -0.452 0.242 0.099 -0.052
H 4.531 -0.002 -2.289 -0.181 0.057 -0.010 0.083
H 5.525 -0.960 -1.208 0.205 0.310 0.085 0.533
H 3.092 0.597 -0.068 0.012 0.052 -0.414 -0.333
H 4.477 -0.029 0.779 -0.403 -0.836 -0.057 0.195
H 6.780 4.098 -2.253 -0.288 0.510 -0.798 0.213
H 6.855 2.454 -1.993 -0.245 -0.526 -0.018 0.311
H 5.817 3.438 -4.758 0.127 0.393 0.192 0.299
H 7.385 2.676 -4.492 0.046 0.089 0.226 0.441
H 5.869 1.806 -4.296 0.126 -0.223 0.534 0.135
H 4.329 5.713 -0.517 0.290 0.084 -0.227 0.353
H 4.472 5.421 1.202 -0.036 0.509 0.075 0.186
H 5.871 7.343 0.309 0.006 0.131 -0.284 0.393
H 6.772 6.316 1.320 -0.190 -0.583 0.105 0.320
H 7.002 6.181 -0.406 -0.291 -0.116 -0.200 0.329
C 2.717 -4.635 -3.859 -0.585 0.642 0.799 -1.175
C 2.865 -3.213 -4.337 1.868 -0.570 -0.780 -0.327
O 1.683 -2.471 -4.259 -2.244 0.836 0.451 0.319
P 0.358 -2.879 -5.074 -0.131 0.047 -0.231 0.494
O 0.694 -3.501 -6.373 -0.839 0.255 1.083 -0.796
O -0.568 -3.824 -4.086 1.602 0.826 -1.631 -0.526
C -0.813 -3.438 -2.742 -2.051 0.814 0.826 0.417
C -2.173 -2.643 -2.704 1.783 -0.360 0.065 -0.409
O -0.407 -1.428 -5.164 1.206 -1.481 0.584 0.374
C -1.440 -1.226 -6.148 -0.093 -0.125 -0.118 -0.678
C -2.194 0.034 -5.765 0.451 0.437 -0.368 -0.795
H 1.961 -5.054 -4.524 0.382 -0.857 0.167 0.391
H 3.663 -5.162 -3.731 -0.046 -0.102 -0.820 0.418
H 2.337 -4.607 -2.838 -0.430 -0.030 0.103 0.063
H 3.643 -2.676 -3.794 -0.251 0.201 0.255 0.355
H 3.202 -3.222 -5.373 -0.048 0.027 -0.155 0.317
H -0.969 -4.311 -2.109 0.465 -0.387 -0.370 0.458
H 0.004 -2.845 -2.331 -0.029 -0.061 -0.164 -0.335
H -1.903 -1.731 -3.236 -0.803 0.195 0.016 -0.103
H -2.965 -3.224 -3.177 0.112 0.177 -0.142 0.523
H -2.451 -2.431 -1.672 0.021 0.097 -0.093 -0.414
H -0.994 -1.165 -7.140 0.245 0.328 0.025 0.357
H -2.061 -2.119 -6.223 -0.336 0.056 0.400 0.348
H -2.599 0.029 -4.753 -0.451 -0.392 -0.250 0.119
H -1.547 0.911 -5.766 0.563 -0.099 -0.037 0.141
H -2.906 0.298 -6.547 -0.510 -0.346 0.323 0.505
C 1.021 -4.468 0.616 -0.663 0.590 1.049 -0.786
C 1.999 -3.284 0.580 0.477 -1.613 -0.419 -0.134
O 1.638 -2.420 -0.535 -1.422 1.587 1.040 -0.117
P 0.685 -1.177 -0.093 -1.237 0.482 -1.609 -1.037
O 1.156 -0.315 1.002 0.131 -0.410 0.110 0.125
O 0.463 -0.361 -1.489 0.875 -1.264 1.666 0.739
C 0.351 1.079 -1.432 -0.475 0.503 -0.121 1.261
C 0.180 1.515 -2.894 0.152 0.317 1.434 -0.914
O -0.810 -1.799 0.184 2.177 -0.404 -0.389 0.914
C -1.809 -0.964 0.723 -1.768 -0.125 1.184 0.642
C -2.914 -1.840 1.397 1.341 -0.152 -0.465 -0.693
H 0.767 -4.900 -0.351 0.292 0.256 -0.050 0.197
H 1.256 -5.274 1.311 0.784 0.017 -0.126 0.528
H 0.117 -4.087 1.091 -0.434 0.059 -0.406 -0.061
H 2.088 -2.749 1.525 -0.460 0.214 -0.051 -0.009
H 3.013 -3.633 0.386 0.020 0.102 -0.373 0.463
H -0.457 1.395 -0.773 -0.689 -0.429 -0.363 -0.358
H 1.170 1.587 -0.923 0.680 -0.441 -0.427 -0.496
H -0.408 0.770 -3.431 0.226 0.086 -0.138 0.132
H -0.343 2.471 -2.872 0.045 0.075 -0.270 0.149
H 1.192 1.662 -3.270 -0.222 -0.078 -0.518 -0.158
H -1.410 -0.339 1.523 0.292 0.252 -0.189 0.257
H -2.267 -0.335 -0.041 0.283 0.015 -0.229 -0.716
H -3.224 -2.663 0.754 -0.245 0.243 -0.305 0.453
H -2.447 -2.339 2.247 -0.132 0.283 0.216 -0.566
H -3.771 -1.247 1.716 0.054 0.047 -0.063 0.142
C 2.136 -1.646 4.303 1.321 1.272 0.259 -1.637
C 0.664 -1.817 4.062 1.447 0.447 -2.684 2.648
O 0.420 -2.913 4.859 -2.549 -2.537 1.905 -0.339
P -1.083 -3.451 4.993 -1.624 -0.180 0.464 0.552
O -2.054 -2.372 5.367 1.045 -1.752 -0.854 -0.701
O -1.362 -4.171 3.506 0.811 0.929 1.775 0.301
C -2.645 -4.691 3.155 -1.278 -0.939 0.543 0.079
C -2.981 -6.019 3.855 1.204 0.360 -0.036 -1.425
O -1.033 -4.696 6.092 0.267 3.392 -2.158 -0.210
C 0.147 -5.484 6.096 -0.113 -1.761 0.018 -0.095
C -0.382 -6.784 6.728 1.710 -0.057 0.207 -1.322
H 2.652 -2.599 4.188 -0.225 -0.126 0.219 0.491
H 2.734 -0.959 3.704 -0.648 0.245 -0.654 0.167
H 2.312 -1.245 5.302 -0.122 -0.392 0.320 0.398
H 0.015 -0.944 4.134 0.075 -0.105 0.845 -0.869
H 0.516 -2.173 3.042 -0.029 0.250 -0.440 -0.874
H -3.444 -3.972 3.336 0.172 0.282 0.156 -0.073
H -2.682 -4.923 2.090 0.580 0.404 -0.112 0.322
H -2.107 -6.646 3.683 -0.096 -0.413 -0.219 0.284
H -3.026 -5.955 4.942 -0.527 0.251 -0.078 0.299
H -3.859 -6.474 3.396 -0.005 0.051 0.236 0.477
H 0.570 -5.624 5.102 -0.593 -0.358 -0.495 0.188
H 1.023 -5.038 6.566 -0.531 0.323 0.946 0.386
H -1.028 -7.360 6.065 -0.133 0.331 0.068 0.244
H 0.469 -7.417 6.979 0.111 -0.229 -0.137 0.430
H -0.840 -6.583 7.696 -0.330 0.178 -0.261 0.313
O 5.218 0.381 -7.792 -1.614 -0.027 2.608 -0.592
C 4.336 0.628 -6.984 -0.145 -0.584 -2.163 0.551
O 3.641 -0.248 -6.176 1.422 -0.184 0.398 -0.335
C 2.484 0.363 -5.587 -0.594 0.258 -1.772 0.564
C 2.641 1.809 -5.969 0.140 0.749 0.251 -0.125
O 3.731 1.833 -6.969 -1.431 0.461 1.603 -0.389
H 1.631 0.026 -6.176 -0.017 -0.626 0.251 -0.095
H 2.229 0.209 -4.539 0.934 -0.492 -0.018 -0.128
H 2.812 2.457 -5.109 0.933 0.096 -0.127 0.174
H 1.665 2.148 -6.316 0.413 0.269 -0.946 0.324
O 0.721 0.816 7.288 -1.091 -0.537 -0.556 -0.651
C -0.120 0.886 6.418 1.421 -0.982 5.911 0.604
O -1.441 0.682 6.625 0.848 -0.429 2.076 -0.364
C -2.127 0.936 5.461 0.507 -0.003 -1.400 0.658
C -1.066 1.691 4.702 -1.013 1.594 -2.104 -0.380
O 0.176 1.243 5.242 -0.497 0.831 -4.053 -0.342
H -2.228 0.003 4.907 -0.846 -0.271 0.285 -0.417
H -3.052 1.480 5.654 0.083 -0.135 -0.127 0.494
H -1.074 2.777 4.795 -0.179 0.025 0.219 0.576
H -1.213 1.470 3.645 0.756 -0.028 -0.157 -0.148
O -6.532 -2.033 -0.666 1.763 2.606 0.687 -0.621
C -5.926 -0.971 -0.529 -1.512 -3.323 -1.540 0.630
O -5.068 -0.470 -1.432 -0.425 -1.122 -0.733 -0.389
C -4.760 0.836 -1.080 1.839 1.459 -1.147 0.932
C -5.511 1.128 0.143 0.275 0.806 1.243 -0.258
O -6.021 -0.146 0.490 -1.260 0.515 1.675 -0.291
H -3.700 0.924 -0.845 0.122 -0.011 -0.591 -0.697
H -5.044 1.547 -1.856 0.309 -0.304 -0.362 0.140
H -6.239 1.920 -0.033 -0.619 -0.506 0.389 0.379
H -4.809 1.471 0.903 -0.335 -0.040 0.330 0.200
O -5.476 2.400 -5.840 -0.859 0.681 0.607 -0.517
C -4.881 3.194 -5.181 1.216 0.733 -2.412 0.548
O -3.947 2.855 -4.324 2.555 0.164 1.637 -0.146
C -3.031 3.983 -4.061 -1.289 0.571 1.392 0.273
C -3.861 5.174 -4.536 -0.361 -0.146 0.090 -0.382
O -4.785 4.548 -5.421 -0.997 -0.107 -0.474 -0.384
H -2.912 4.029 -2.978 0.090 -0.221 0.001 -0.106
H -2.026 4.007 -4.483 -0.306 -1.040 -0.640 0.168
H -3.290 5.965 -5.023 0.015 -0.378 -0.475 0.332
H -4.429 5.696 -3.765 -0.014 -0.319 0.341 0.243
O -7.865 -1.287 6.710 2.417 -0.208 -1.692 -0.606
C -7.052 -1.274 5.793 -2.486 -0.105 1.896 0.576
O -7.386 -0.845 4.581 -1.580 0.725 -0.578 -0.360
C -6.332 -0.967 3.699 1.412 0.820 -1.402 0.097
C -5.145 -1.234 4.565 0.018 -0.114 0.816 0.908
O -5.788 -1.671 5.774 1.068 -1.040 1.029 -0.393
H -6.467 -1.742 2.945 -0.420 0.018 0.067 0.296
H -6.089 -0.018 3.222 -0.762 0.037 -0.470 0.110
H -4.604 -0.339 4.871 0.186 -0.029 -0.394 -0.288
H -4.484 -1.960 4.091 0.118 -0.160 0.762 -0.425
O -2.339 2.980 -0.046 2.272 3.003 0.637 -0.470
C -1.518 3.887 0.213 -0.836 -2.919 -0.125 0.511
O -1.540 4.678 1.271 -0.162 1.172 1.112 -0.396
C -0.464 5.667 1.210 0.145 0.360 -0.753 -0.309
C 0.329 5.204 -0.007 0.361 1.017 0.561 0.294
O -0.366 4.072 -0.448 -0.519 -0.953 -1.448 -0.010
H -0.861 6.665 1.024 -0.565 -0.241 0.111 0.362
H 0.223 5.794 2.047 -0.807 -0.891 0.679 0.200
H 1.360 4.964 0.251 -0.121 -0.316 -0.305 -0.339
H 0.304 6.007 -0.744 0.160 -0.345 -0.392 0.325
O 1.271 4.965 4.681 0.103 -1.213 -2.015 -0.640
C 1.643 4.104 3.897 0.264 1.680 3.254 0.589
O 0.926 3.350 3.116 -3.051 0.449 -0.682 -0.137
C 1.655 2.288 2.651 2.860 -1.887 -1.937 2.702
C 3.126 2.718 2.876 -0.733 0.175 -0.663 0.305
O 2.886 3.693 3.824 2.322 1.708 2.395 -0.421
H 1.543 1.365 3.220 -0.835 0.091 -0.210 -1.119
H 1.568 2.187 1.569 -0.788 -0.440 0.196 -1.167
H 3.578 3.274 2.055 0.071 -0.646 -0.457 -0.480
H 3.794 1.952 3.269 -0.156 0.042 -0.061 0.417


No. 2
23
Properties=species:S:1:pos:R:3:forces:R:3:mulliken_charge:R:1 method="wB97M-V/def2-TZVPD" homo_lumo_gap_ev=4.6 e_lumo_ev=-3.359 energy_ha=-727.4346 homo_ev=-7.985
C -0.825 0.752 -0.891 1.562 -0.636 2.546 0.580
N -1.799 0.317 0.153 2.607 2.021 -0.359 -0.251
C -1.330 0.366 1.531 -2.290 -1.557 -1.974 -0.206
C -0.356 1.434 1.939 1.744 1.922 -2.065 -0.545
S 1.400 1.127 1.672 -1.013 0.178 0.242 -0.285
C -0.574 -0.353 -1.932 -1.648 1.049 -1.914 -0.437
C 0.027 -1.571 -1.290 -1.036 -2.897 -1.087 -0.867
H 0.234 0.902 -0.435 -1.894 0.032 -0.441 -0.708
H -1.142 1.693 -1.340 -0.728 -0.204 -0.286 0.325
H 1.338 -1.759 2.093 -1.299 -1.233 -0.783 -0.006
H -2.320 0.543 1.972 0.316 -0.509 0.931 0.352
H -0.889 -0.604 1.823 -0.256 0.047 0.152 0.145
H -0.454 1.486 3.002 -0.427 0.228 0.781 0.348
H -0.665 2.393 1.409 0.315 -0.938 1.024 0.318
H 0.814 -2.290 1.781 1.269 1.130 0.778 0.012
H -1.608 -0.612 -2.374 1.555 0.409 0.449 0.333
H 0.048 0.187 -2.787 -0.999 -1.556 1.817 0.230
H -0.511 -1.972 -0.349 0.729 0.942 -1.504 0.216
H 1.065 -1.430 -1.109 0.741 0.065 0.501 0.297
H -0.038 -2.443 -2.076 0.149 1.460 1.481 0.292
H 1.984 0.773 -0.350 0.864 -0.670 -0.692 0.155
H 3.153 0.828 -1.388 -0.647 -0.575 0.347 0.275
O 2.448 0.232 -1.054 0.387 1.293 0.056 -0.572


The relative energy (zero: lowest compared OMol25 entry of this formula, charge and spin) results, record by record, are as follows: 0.511; 6.833 eV.